C9H6ClI | ωB97M-V/def2-TZVPD

Summary:
SMILES = Cl[C@H](C#CI)c1ccccc1

Each line ends with the natural charge from an NBO analysis.
Element x y z (Å)
C  2.5281  -0.5161  -0.4245  -0.033
C  3.6207  -0.0954  -0.1610  -0.298
C  -2.2671  1.2394  0.3802  -0.186
C  -2.2435  0.4096  -0.7308  -0.218
C  -1.1409  1.1988  1.1928  -0.232
C  -1.2399  -0.5141  -0.8811  -0.189
C  -0.1560  0.3472  1.0259  -0.169
C  -0.1508  -0.5688  -0.1280  -0.069
C  1.0718  -1.3300  -0.4394  -0.268
Cl  1.1762  -2.6845  0.6061  0.036
I  5.4890  0.6593  -0.0786  0.289
H  -3.0969  1.9280  0.7216  0.224
H  -3.0558  0.5977  -1.4227  0.221
H  -1.1500  1.8644  2.0614  0.213
H  -1.2285  -1.2069  -1.7783  0.207
H  0.7270  0.2152  1.6211  0.220
H  1.1167  -1.5438  -1.5647  0.253

Atoms 1-3, force components in eV/Å:
-3.7 -1.6 1.1
0.9 0.5 -0.4
-0.3 0.3 -0.1


C3H3N5O | ωB97M-V/def2-TZVPD

Summary:
SMILES = Nc1ncnnnc1=O

Each line ends with the natural charge from an NBO analysis.
Element x y z (Å)
C  -0.4388  0.4585  0.2847  0.378
C  0.3120  -1.6841  0.6597  0.249
C  0.7594  0.7207  -0.5734  0.555
H  -2.1022  1.4377  0.8918  0.408
H  -1.0038  2.4386  0.0453  0.414
H  0.5248  -2.4002  1.4960  0.210
N  -1.1737  1.5611  0.5404  -0.752
N  -0.6562  -0.6676  0.8469  -0.519
N  0.8783  -2.0228  -0.4430  -0.335
N  0.6323  -1.3557  -1.6527  0.088
N  0.7147  -0.1222  -1.7181  -0.214
O  1.5533  1.6360  -0.3777  -0.483

Atoms 1-3, force components in eV/Å:
0.1 1.3 0.5
-1.1 0.1 -0.3
1.9 1.2 0.2


C4H5NO | ωB97M-V/def2-TZVPD

Summary:
SMILES = C[C@H](C#N)C=O

Each line ends with the natural charge from an NBO analysis.
Element x y z (Å)
C  0.8710  0.9984  -0.1773  -0.600
C  0.1061  -0.3227  0.2846  -0.420
C  -1.3848  -0.0260  -0.0191  0.437
O  -1.6987  1.1219  -0.2150  -0.500
C  0.3861  -1.7839  -0.0852  0.277
N  0.4582  -2.9372  -0.2341  -0.311
H  1.9089  0.9910  0.1563  0.219
H  0.8108  1.2205  -1.2527  0.228
H  0.4391  1.9305  0.2607  0.251
H  0.2537  -0.3582  1.3835  0.272
H  -2.1505  -0.8341  -0.1016  0.146

Atoms 1-3, force components in eV/Å:
0.3 -0.2 -0.1
-0.2 0.1 0.2
-0.1 0.7 -0.1


C19H31NO | ωB97M-V/def2-TZVPD

Summary:
SMILES = Cc1cc(C(C)(C)C)ccc1OCCCCN1CCCC1

Each line ends with the natural charge from an NBO analysis.
Element x y z (Å)
C  2.1661  2.8291  -0.2047  -0.624
C  2.6161  1.4066  -0.0757  -0.037
C  3.9517  1.0610  -0.0990  -0.205
C  4.3903  -0.2577  0.0198  -0.021
C  3.4210  -1.2354  0.1669  -0.229
C  2.0705  -0.9185  0.1943  -0.251
C  1.6534  0.3968  0.0737  0.287
O  0.3528  0.8130  0.0867  -0.503
C  -0.6668  -0.1493  0.2357  -0.052
C  -2.0037  0.5841  0.2120  -0.409
H  -2.0077  1.3246  1.0137  0.204
C  -3.1769  -0.3756  0.3785  -0.399
H  -3.1019  -0.8966  1.3342  0.208
C  -4.5152  0.3630  0.3351  -0.208
N  -5.6126  -0.5483  0.6192  -0.439
C  -6.0395  -1.3223  -0.5361  -0.227
C  -7.0909  -0.4740  -1.2902  -0.435
H  -6.6390  0.0297  -2.1445  0.204
H  -7.9015  -1.0990  -1.6602  0.211
C  -7.5748  0.5394  -0.2423  -0.432
H  -8.6544  0.5168  -0.1090  0.211
H  -7.2879  1.5541  -0.5191  0.202
C  -6.8370  0.1099  1.0418  -0.219
H  -7.4352  -0.6298  1.5825  0.189
H  -6.6272  0.9417  1.7130  0.201
H  -6.4996  -2.2425  -0.1649  0.193
H  -5.1915  -1.5922  -1.1626  0.201
H  -4.6241  0.8683  -0.6377  0.162
H  -4.5087  1.1318  1.1118  0.195
H  -3.1427  -1.1287  -0.4108  0.194
H  -2.0890  1.1204  -0.7351  0.204
H  -0.6244  -0.8812  -0.5838  0.169
H  -0.5504  -0.6862  1.1881  0.171
H  1.3543  -1.7171  0.3117  0.209
H  3.6918  -2.2739  0.2644  0.212
C  5.8809  -0.5573  -0.0149  -0.071
C  6.4605  -0.0731  -1.3514  -0.594
H  6.3305  0.9984  -1.4743  0.205
H  7.5245  -0.2955  -1.4023  0.204
H  5.9625  -0.5735  -2.1793  0.211
C  6.1840  -2.0519  0.1214  -0.604
H  5.7368  -2.6169  -0.6931  0.209
H  7.2604  -2.2086  0.0883  0.210
H  5.8169  -2.4402  1.0685  0.209
C  6.5675  0.1771  1.1452  -0.594
H  6.4361  1.2524  1.0654  0.206
H  7.6343  -0.0373  1.1472  0.204
H  6.1476  -0.1474  2.0950  0.211
H  4.6728  1.8569  -0.2146  0.203
H  1.5072  2.9357  -1.0650  0.222
H  3.0152  3.4978  -0.3198  0.209
H  1.5970  3.1219  0.6763  0.222

Atoms 1-3, force components in eV/Å:
0.0 -0.1 0.0
-0.2 0.1 0.0
-0.2 -0.1 0.0


Number 1: LUMO level 0.0126 Eh, HOMO level -9.234 eV, HOMO-LUMO gap 9.58 eV. Number 2: LUMO level -0.0294 Eh, HOMO level -9.919 eV, HOMO-LUMO gap 9.12 eV. Number 3: LUMO level 0.0165 Eh, HOMO level -10.650 eV, HOMO-LUMO gap 11.10 eV. Number 4: LUMO level 0.0315 Eh, HOMO level -8.100 eV, HOMO-LUMO gap 8.96 eV.